Formula: C31H24BI2N6NaO2S2Se2
Source: the Open Molecules 2025 dataset
Level of theory: ωB97M-V/def2-TZVPD

Structure (XYZ):
```
71
C31H24BI2N6NaO2S2Se2, DFT ωB97M-V/def2-TZVPD
Na -0.202 -1.415 0.321
C -4.471 -2.721 3.705
S -4.523 -1.734 2.187
C -2.766 -1.348 1.958
S -1.595 -2.522 2.393
N -2.630 -0.163 1.493
N -1.374 0.320 1.141
C -1.246 1.568 1.548
C -0.098 2.356 1.631
C -0.099 3.454 2.531
C 1.030 3.813 3.211
C 2.190 2.965 3.058
C 2.245 2.056 2.075
N 1.200 1.978 1.111
H -5.503 -2.926 3.988
H -3.964 -2.150 4.481
H -3.925 -3.642 3.523
H -2.122 2.012 2.030
H -1.054 3.916 2.759
H 1.028 4.627 3.923
H 3.004 3.028 3.771
H 3.087 1.397 1.911
Se 2.539 -4.280 0.014
Se 3.719 -2.495 1.084
C 2.596 -2.166 2.608
C 2.788 -2.875 3.788
C 1.967 -2.573 4.863
C 1.016 -1.577 4.730
C 0.911 -0.920 3.511
N 1.689 -1.207 2.473
C 1.971 -3.331 -1.551
C 2.160 -3.875 -2.813
C 1.806 -3.108 -3.912
C 1.304 -1.833 -3.713
C 1.108 -1.410 -2.413
N 1.429 -2.139 -1.346
H 3.547 -3.642 3.852
H 2.069 -3.114 5.797
H 0.347 -1.331 5.543
H 0.196 -0.121 3.363
H 2.553 -4.875 -2.922
H 1.907 -3.506 -4.912
H 1.030 -1.198 -4.543
H 0.670 -0.445 -2.198
I -2.325 -1.868 -2.858
I -1.496 -4.482 -4.612
O 0.686 2.013 -1.344
B 1.513 1.776 -0.225
O 2.829 1.479 -0.662
C 2.798 1.587 -2.013
C 3.832 1.445 -2.909
C 3.543 1.650 -4.259
C 2.265 1.992 -4.672
C 1.218 2.134 -3.759
C 1.504 1.924 -2.429
H 4.828 1.199 -2.567
H 4.335 1.558 -4.992
H 2.066 2.154 -5.724
H 0.227 2.412 -4.094
N -5.095 4.683 -0.674
C -4.624 3.665 -0.937
C -4.069 2.408 -1.317
C -4.681 1.223 -0.909
C -4.176 0.005 -1.325
C -3.053 -0.040 -2.134
C -2.455 1.142 -2.559
C -2.946 2.364 -2.149
H -5.539 1.264 -0.252
H -4.650 -0.911 -0.998
H -1.601 1.093 -3.222
H -2.467 3.283 -2.460
```

Calculated values
Net charge: -2
Orbital gap: 4.31 eV
Energy above the lowest of the compared OMol25 structures with the same formula, charge and spin: 29.5 kcal per mole
E_LUMO: 3.5 eV

Formula: C31H24Br2FIMnN3O3
Source: the Open Molecules 2025 dataset
Level of theory: ωB97M-V/def2-TZVPD

Structure (XYZ):
```
66
C31H24Br2FIMnN3O3, DFT ωB97M-V/def2-TZVPD
Mn 0.393 0.613 0.277
C -2.437 0.056 3.500
C -2.904 0.861 2.324
N -4.208 1.004 2.162
C -4.645 1.733 1.140
C -3.831 2.378 0.234
C -4.463 3.238 -0.827
O -4.091 2.911 -2.153
C -2.421 2.213 0.336
C -1.536 2.780 -0.601
N -0.213 2.599 -0.582
C 0.636 3.217 -1.442
C 0.287 3.818 -2.676
C 1.241 4.332 -3.522
C 2.589 4.326 -3.179
C 2.969 3.799 -1.953
C 2.011 3.257 -1.135
I 2.606 2.409 0.762
C -1.947 1.417 1.447
O -0.685 1.207 1.645
H -3.296 -0.288 4.072
H -1.794 0.667 4.134
H -1.857 -0.806 3.168
H -5.724 1.808 1.058
H -4.180 4.289 -0.686
H -5.559 3.171 -0.730
H -4.060 1.951 -2.215
H -1.968 3.411 -1.372
H -0.751 3.824 -2.974
H 0.935 4.741 -4.475
H 3.334 4.723 -3.849
H 4.005 3.801 -1.648
C 2.959 -1.013 2.227
C 1.813 -1.944 1.993
C 1.846 -3.249 2.501
C 0.768 -4.080 2.336
C -0.364 -3.609 1.647
C -1.541 -4.350 1.442
Br -1.683 -6.135 2.125
C -2.615 -3.836 0.754
C -2.524 -2.567 0.215
Br -3.976 -1.843 -0.769
C -1.377 -1.759 0.312
O -1.285 -0.642 -0.285
C -0.296 -2.293 1.112
N 0.775 -1.489 1.306
H 3.726 -1.491 2.831
H 2.613 -0.117 2.746
H 3.392 -0.705 1.275
H 2.724 -3.593 3.024
H 0.778 -5.089 2.727
H -3.514 -4.420 0.621
F 4.809 -4.278 -1.062
C 3.956 -3.224 -1.195
C 2.600 -3.467 -1.327
C 1.744 -2.397 -1.469
C 2.211 -1.072 -1.469
C 1.296 0.056 -1.604
C 3.597 -0.877 -1.345
C 4.467 -1.939 -1.213
H 2.234 -4.483 -1.324
H 0.684 -2.576 -1.583
H 0.415 -0.217 -2.202
H 1.804 0.891 -2.100
H 3.994 0.128 -1.360
H 5.532 -1.782 -1.126
```

Calculated values
2S+1: 6
Net charge: -1
Expectation value of S²: 8.789
Orbital gap (spin up / spin down): 4.92 / 6.16 eV
Energy above the lowest of the compared OMol25 structures with the same formula, charge and spin: 25.3 kcal per mole
E_LUMO (spin up / spin down): 1.8 / 1.9 eV

Formula: C31H25BrCdCl3N7OS
Source: the Open Molecules 2025 dataset
Level of theory: ωB97M-V/def2-TZVPD

Structure (XYZ):
```
70
C31H25BrCdCl3N7OS, DFT ωB97M-V/def2-TZVPD
Cd 0.749 -0.641 0.440
O 0.497 1.505 1.066
C -0.163 1.972 2.045
C -0.624 3.329 1.972
C -1.309 3.944 2.984
C -1.597 3.253 4.170
C -1.189 1.941 4.269
C -0.498 1.268 3.250
C -0.163 -0.139 3.462
N 0.612 -0.941 2.745
C 0.671 -2.148 3.398
C -0.077 -2.096 4.526
N -0.589 -0.817 4.571
H -0.400 3.849 1.048
H -1.639 4.971 2.862
H -2.137 3.724 4.981
H -1.415 1.423 5.195
H 1.250 -2.967 3.004
H -0.305 -2.832 5.276
H -1.365 -0.531 5.139
C -0.840 1.663 -4.003
C -0.348 0.264 -3.763
C -1.149 -0.850 -3.990
C -0.640 -2.119 -3.800
C 0.677 -2.205 -3.376
Br 1.422 -3.946 -3.084
N 1.456 -1.189 -3.142
C 0.941 0.029 -3.308
H -0.641 1.973 -5.033
H -0.345 2.363 -3.331
H -1.913 1.735 -3.827
H -2.186 -0.721 -4.281
H -1.246 -3.005 -3.920
H 1.592 0.856 -3.044
Cl -3.393 -0.317 0.501
C -4.638 -0.252 -0.474
C -5.604 0.060 -1.326
C -6.050 1.397 -1.699
C -5.471 2.582 -1.472
C -4.191 2.820 -0.841
Cl -4.133 4.333 0.105
C -3.040 2.221 -1.030
N -2.065 1.458 -1.010
H -6.141 -0.745 -1.838
H -6.994 1.456 -2.239
H -6.039 3.479 -1.703
Cl -4.747 0.469 4.464
C -4.137 -0.380 3.026
C -4.024 -1.747 3.095
C -3.415 -2.438 2.035
C -3.048 -1.815 0.860
N -2.143 0.343 -0.175
C -3.763 0.443 1.994
H -4.374 -2.246 3.990
H -3.255 -3.504 2.145
H -0.161 -1.494 -0.744
H -3.658 1.515 2.103
C 6.069 -3.782 2.314
C 4.835 -3.390 1.546
C 3.815 -4.310 1.311
C 2.672 -3.797 0.715
N 2.550 -2.531 0.373
C 3.618 -1.707 0.557
S 3.440 -0.092 0.019
N 4.766 -2.129 1.151
H 6.312 -4.837 2.175
H 5.903 -3.611 3.380
H 6.908 -3.162 2.003
H 3.899 -5.350 1.597
H 1.808 -4.425 0.507
```

Calculated values
Net charge: -2
Orbital gap: 6.10 eV
Energy above the lowest of the compared OMol25 structures with the same formula, charge and spin: 406.3 kcal per mole
E_LUMO: 4.3 eV

Formula: C31H25BrNO2P2ReS4Sb
Source: the Open Molecules 2025 dataset
Level of theory: ωB97M-V/def2-TZVPD

Structure (XYZ):
```
68
C31H25BrNO2P2ReS4Sb, DFT ωB97M-V/def2-TZVPD
Re 0.146 0.348 0.533
N 2.351 2.444 1.186
P 2.543 0.762 1.015
C 3.874 0.443 -0.121
C 3.663 0.247 -1.491
C 4.752 0.086 -2.329
C 6.042 0.124 -1.813
C 6.253 0.322 -0.454
C 5.173 0.473 0.399
C 2.958 0.086 2.615
C 3.000 0.892 3.753
C 3.256 0.314 4.987
C 3.456 -1.059 5.086
C 3.408 -1.862 3.950
C 3.161 -1.294 2.712
P 0.765 2.703 0.686
C -0.118 3.520 2.040
C -1.128 2.733 2.771
C -1.757 3.318 3.995
C -1.287 4.499 4.504
C -0.327 5.210 3.775
C 0.260 4.725 2.582
C 0.739 3.790 -0.712
C 1.750 3.658 -1.674
C 1.716 4.451 -2.808
C 0.679 5.360 -2.991
C -0.328 5.484 -2.039
C -0.303 4.702 -0.897
H 3.110 3.105 1.053
H 2.662 0.223 -1.902
H 4.596 -0.078 -3.387
H 6.889 -0.010 -2.474
H 7.259 0.347 -0.057
H 5.340 0.599 1.462
H 2.860 1.963 3.673
H 3.326 0.937 5.869
H 3.671 -1.504 6.048
H 3.579 -2.927 4.028
H 3.145 -1.919 1.825
H -1.746 2.055 2.194
H -2.642 2.840 4.387
H -1.715 4.894 5.414
H -0.003 6.182 4.124
H 1.017 5.344 2.114
H 2.561 2.951 -1.539
H 2.499 4.364 -3.549
H 0.659 5.978 -3.878
H -1.129 6.195 -2.186
H -1.090 4.803 -0.160
S -1.292 -0.835 -3.696
Sb -1.719 -1.563 -1.698
S -1.476 1.262 -0.487
S 0.834 -1.371 -0.554
S -2.932 -2.717 -0.323
Br -0.466 -2.591 3.159
C -0.418 -1.631 4.779
C -0.451 -2.381 5.938
C -0.464 -1.755 7.178
C -0.453 -0.366 7.280
C -0.432 0.393 6.136
C -0.410 -0.216 4.863
C -0.339 0.627 3.714
O -0.449 1.930 3.907
O -0.091 0.277 2.523
H -0.476 -3.460 5.874
H -0.491 -2.362 8.074
H -0.462 0.108 8.251
H -0.402 1.471 6.208
```

Calculated values
Net charge: +3
Orbital gap: 4.87 eV
Energy above the lowest of the compared OMol25 structures with the same formula, charge and spin: 152.1 kcal per mole
E_LUMO: -11.6 eV

Formula: C31H25ClILaN2O3
Source: the Open Molecules 2025 dataset
Level of theory: ωB97M-V/def2-TZVPD

Structure (XYZ):
```
64
C31H25ClILaN2O3, DFT ωB97M-V/def2-TZVPD
La -0.730 -0.248 0.105
Cl -6.632 0.946 -4.228
C -5.361 0.232 -3.272
C -5.336 -1.107 -3.065
C -4.308 -1.718 -2.286
I -4.391 -3.759 -2.050
C -3.332 -0.964 -1.697
O -2.355 -1.422 -0.945
C -3.346 0.457 -1.948
N -2.313 1.199 -1.431
C -2.277 2.494 -1.633
C -3.253 3.185 -2.374
C -4.279 2.464 -2.914
C -4.345 1.067 -2.719
H -6.108 -1.730 -3.495
H -1.434 3.026 -1.202
H -3.181 4.253 -2.512
H -5.047 2.952 -3.497
C -4.827 0.898 3.957
C -4.013 0.040 4.689
C -2.771 -0.352 4.220
C -2.291 0.113 2.990
C -3.104 1.006 2.272
C -4.358 1.371 2.741
N -1.090 -0.307 2.424
C -0.047 -0.864 3.170
C 0.628 -1.988 2.688
C 1.753 -2.488 3.344
C 2.200 -1.909 4.515
C 1.513 -0.802 5.023
C 0.422 -0.282 4.362
H -5.796 1.194 4.333
H -4.353 -0.345 5.644
H -2.170 -1.042 4.797
H -2.778 1.455 1.334
H -4.958 2.053 2.151
H 0.272 -2.524 1.810
H 2.253 -3.356 2.933
H 3.059 -2.310 5.035
H 1.848 -0.338 5.942
H -0.087 0.592 4.750
C 7.203 0.013 -3.034
C 5.803 0.000 -2.491
C 5.478 -0.764 -1.380
C 4.178 -0.831 -0.890
C 3.889 -1.669 0.325
C 3.192 -0.073 -1.520
C 3.487 0.724 -2.633
C 2.456 1.515 -3.397
C 4.794 0.732 -3.106
C 1.794 -0.098 -1.001
O 1.167 -1.205 -0.897
O 1.240 0.990 -0.653
H 7.924 -0.331 -2.292
H 7.504 1.009 -3.360
H 7.290 -0.648 -3.900
H 6.256 -1.330 -0.880
H 4.787 -2.209 0.628
H 3.095 -2.393 0.153
H 3.576 -1.069 1.184
H 1.787 2.083 -2.756
H 1.840 0.859 -4.018
H 2.957 2.213 -4.066
H 5.026 1.338 -3.975
```

Calculated values
Orbital gap: 6.72 eV
Energy above the lowest of the compared OMol25 structures with the same formula, charge and spin: 0.0 kcal per mole
E_LUMO: -0.6 eV

Formula: C31H25CrN4O7P2S4
Source: the Open Molecules 2025 dataset
Level of theory: ωB97M-V/def2-TZVPD

Structure (XYZ):
```
74
C31H25CrN4O7P2S4, DFT ωB97M-V/def2-TZVPD
Cr -2.201 -0.262 -0.836
S -2.696 -2.572 -0.506
S -4.474 -2.622 -1.570
S -5.549 -1.220 -0.548
S -4.411 0.471 -0.943
C 0.467 2.129 1.080
N 0.287 0.649 1.157
P -1.314 0.111 1.552
C -2.019 1.431 2.583
C -1.386 1.866 3.750
C -1.963 2.856 4.524
C -3.184 3.407 4.148
C -3.818 2.972 2.998
C -3.236 1.986 2.209
C -1.049 -1.202 2.780
C -2.045 -2.159 2.949
C -1.906 -3.137 3.925
C -0.780 -3.165 4.730
C 0.219 -2.212 4.562
C 0.084 -1.237 3.590
P 0.653 -0.185 -0.345
C 1.135 -1.851 0.204
C 0.642 -2.911 -0.552
C 0.978 -4.219 -0.222
C 1.805 -4.467 0.860
C 2.311 -3.411 1.612
C 1.983 -2.109 1.281
C 2.259 0.502 -0.858
C 3.222 0.980 0.031
C 4.439 1.435 -0.443
C 4.710 1.411 -1.808
C 3.760 0.935 -2.695
C 2.533 0.487 -2.221
H 0.988 2.487 1.970
H -0.480 2.652 0.972
H 1.056 2.398 0.208
H -0.442 1.429 4.051
H -1.466 3.197 5.423
H -3.638 4.180 4.758
H -4.768 3.399 2.702
H -3.720 1.657 1.296
H -2.914 -2.154 2.301
H -2.680 -3.886 4.041
H -0.671 -3.935 5.484
H 1.105 -2.238 5.184
H 0.873 -0.511 3.431
H -0.015 -2.722 -1.393
H 0.576 -5.035 -0.808
H 2.058 -5.486 1.127
H 2.955 -3.610 2.460
H 2.372 -1.287 1.869
H 3.005 1.013 1.093
H 5.179 1.816 0.251
H 5.662 1.772 -2.178
H 3.962 0.923 -3.759
H 1.782 0.129 -2.916
O 1.903 3.752 -5.431
N 1.669 2.606 -5.774
O 2.185 2.075 -6.746
C 0.771 1.812 -4.954
C 0.524 0.504 -5.309
C -0.303 -0.244 -4.488
C -0.977 0.272 -3.342
O -1.823 -0.449 -2.710
C -0.630 1.633 -3.002
C 0.215 2.382 -3.816
N -1.117 2.277 -1.868
O -0.811 3.472 -1.632
O -1.796 1.634 -0.912
N -0.449 -1.651 -4.843
O -0.586 -2.471 -3.960
O -0.414 -1.934 -6.033
H 0.971 0.061 -6.184
H 0.437 3.399 -3.541
```

Calculated values
2S+1: 5
Net charge: -1
Expectation value of S²: 6.097
Orbital gap (spin up / spin down): 6.01 / 6.86 eV
Energy above the lowest of the compared OMol25 structures with the same formula, charge and spin: 0.0 kcal per mole
E_LUMO (spin up / spin down): 1.7 / 2.0 eV

Formula: C31H25F4MoN4Sb2
Source: the Open Molecules 2025 dataset
Level of theory: ωB97M-V/def2-TZVPD

Structure (XYZ):
```
67
C31H25F4MoN4Sb2, DFT ωB97M-V/def2-TZVPD
Mo 0.822 -1.038 -0.652
C 0.067 -0.732 3.547
Sb 1.265 -1.530 2.003
C 3.275 -1.059 2.490
C 1.090 -3.689 2.284
C -0.320 -4.167 2.304
C -1.027 -4.095 3.508
C -2.333 -4.540 3.604
C -2.957 -5.090 2.489
C -2.266 -5.180 1.296
C -0.954 -4.716 1.177
C -0.273 -4.846 -0.137
Sb -0.695 -3.169 -1.473
C -0.183 -3.872 -3.410
C -2.798 -2.977 -1.422
H 0.429 -1.149 4.487
H -0.971 -1.023 3.401
H 0.188 0.347 3.549
H 3.494 -1.507 3.459
H 3.376 0.022 2.555
H 3.954 -1.462 1.741
H 1.543 -3.790 3.273
H 1.749 -4.177 1.570
H -0.529 -3.719 4.394
H -2.853 -4.488 4.550
H -3.966 -5.472 2.561
H -2.740 -5.654 0.443
H -0.696 -5.668 -0.717
H 0.804 -4.980 -0.101
H -0.733 -4.796 -3.579
H 0.885 -4.067 -3.467
H -0.472 -3.133 -4.154
H -3.231 -3.951 -1.647
H -3.111 -2.258 -2.175
H -3.114 -2.652 -0.433
F 2.184 2.704 -3.390
C 2.274 3.826 -2.681
C 2.587 4.994 -3.304
F 2.789 4.985 -4.592
C 2.696 6.225 -2.563
C 2.444 6.136 -1.148
C 2.139 4.949 -0.549
F 1.929 4.917 0.757
C 2.063 3.748 -1.287
C 1.817 2.490 -0.656
C 1.921 1.274 -1.294
N 2.087 0.178 -1.730
C 1.640 2.280 0.746
N 1.423 1.958 1.829
F 2.520 7.207 -0.407
C 3.037 7.422 -3.170
C 3.139 8.652 -2.462
N 3.225 9.680 -1.952
C 3.330 7.541 -4.557
N 3.557 7.642 -5.680
C -0.630 -0.195 -0.259
C -1.802 0.588 -0.085
C -2.701 0.705 -1.161
C -3.878 1.405 -0.993
C -4.163 2.000 0.231
C -3.267 1.909 1.292
C -2.087 1.209 1.143
H -2.464 0.246 -2.113
H -4.576 1.496 -1.814
H -5.088 2.547 0.357
H -3.493 2.396 2.231
H -1.370 1.161 1.946
```

Calculated values
Net charge: +3
Orbital gap: 5.16 eV
Energy above the lowest of the compared OMol25 structures with the same formula, charge and spin: 7.7 kcal per mole
E_LUMO: -11.2 eV